C3H6N2O | ωB97M-V/def2-TZVPD

Last column: natural (NBO) charge in e.
Geometry (Å):
C (0.6836, 0.5158, 0.1625)  0.418
C (0.4126, -0.4029, -1.0693)  -0.503
C (-0.7051, -1.2281, -0.4995)  -0.078
H (2.4674, 0.9432, -0.1099)  0.345
H (1.2531, -0.9925, -1.3371)  0.228
H (-0.0580, 0.1070, -1.8928)  0.229
H (-1.3278, -1.5674, -1.3435)  0.189
H (-0.4553, -2.0564, 0.1284)  0.177
H (-0.6864, 0.9348, 1.7443)  0.401
N (1.7345, 1.0763, 0.5107)  -0.691
N (-0.5514, 0.6980, 0.7030)  -0.341
O (-1.4777, -0.3871, 0.3441)  -0.375

Values from the calculation:
Total charge ... 0
Strongest force on any atom ... 3.312 eV/A
Frontier orbital gap ... 9.9 eV
SMILES ... [H]/N=C1\CCON1
E_tot ... -302.57487 a.u.
ΔE to the lowest compared entry with this formula, charge and spin ... 310.4 kJ/mol

C4H10OS | ωB97M-V/def2-TZVPD

Last column: natural (NBO) charge in e.
Geometry (Å):
C (-1.6640, 0.7367, -0.7299)  -0.620
C (-0.8229, 1.9645, -0.5099)  -0.507
S (0.5538, 2.1166, -1.7030)  -0.060
H (-1.9848, 0.6357, -1.7658)  0.208
H (-1.2151, -0.2149, -0.4423)  0.210
H (-2.5944, 0.7925, -0.1546)  0.212
H (-0.3808, 1.9227, 0.4838)  0.231
H (-1.3805, 2.8927, -0.5856)  0.216
H (0.8936, 0.8225, -1.6728)  0.108
O (0.6539, -0.0188, 1.5233)  -0.529
C (1.3635, -0.9899, 1.5041)  0.446
C (1.1069, -2.1977, 0.6598)  -0.724
H (2.3019, -0.9744, 2.0924)  0.107
H (0.1075, -2.1732, 0.2327)  0.231
H (1.8244, -2.2021, -0.1595)  0.240
H (1.2371, -3.1130, 1.2274)  0.232

Values from the calculation:
Total charge ... 0
Strongest force on any atom ... 1.212 eV/A
Frontier orbital gap ... 9.5 eV
SMILES ... CC=O.CCS
E_tot ... -631.80616 a.u.
ΔE to the lowest compared entry with this formula, charge and spin ... 48.6 kJ/mol

C40H68N12O9S | ωB97M-V/def2-TZVPD

Last column: Löwdin charge in e.
Geometry (Å):
C (-0.3874, 3.8487, 0.7868)  0.047
C (0.0295, 2.5950, 0.6899)  -0.073
C (0.3070, 1.0567, 0.2768)  -0.096
C (1.4583, 0.2601, 1.0283)  0.030
C (1.8286, -1.2526, 0.6546)  -0.097
C (3.0659, -1.9303, 1.4768)  -0.151
C (4.3922, -1.6216, 0.5562)  -0.198
C (5.7799, -1.9434, 1.3237)  -0.214
C (6.3648, -0.6497, 2.1508)  -0.197
C (6.1795, -0.9991, 3.7248)  -0.210
C (5.7551, 0.2650, 4.6430)  -0.209
C (4.4652, 1.0742, 4.1033)  -0.213
C (4.6257, 2.6838, 4.2785)  -0.201
C (5.9802, 3.2734, 3.5947)  -0.217
C (5.8915, 4.8319, 3.1953)  -0.171
C (5.0468, 5.0971, 1.8140)  -0.234
O (5.2809, 4.0429, 0.8403)  -0.252
C (4.0730, 3.9568, 0.0269)  -0.115
C (1.0073, -1.9841, -0.4814)  -0.113
C (1.3702, -3.5074, -0.8355)  -0.169
C (0.3193, -4.5610, -0.1508)  -0.163
C (0.6757, -4.8823, 1.3951)  -0.236
O (-0.4775, -5.4687, 2.1064)  -0.140
C (-0.1405, -1.1872, -1.2304)  -0.303
C (-0.5118, 0.3315, -0.8780)  -0.125
N (-1.5739, 1.0859, -1.6106)  -0.120
C (-2.9002, 0.6059, -1.1090)  -0.097
C (-4.1072, 1.7111, -1.6965)  -0.147
C (-5.5281, 1.7360, -0.7634)  0.003
O (-4.4047, 2.9032, -0.7873)  -0.273
C (-1.4320, 0.9641, -3.0866)  -0.135
C (-1.4713, 2.2981, -3.9317)  -0.071
C (-1.6112, 3.6882, -3.1409)  -0.149
C (-1.9828, 4.9656, -4.0604)  -0.114
C (-3.3283, 5.7473, -3.5501)  -0.371
N (-3.2692, 6.6271, -2.3319)  0.072
O (-4.3852, 5.5725, -4.2380)  0.022
C (-1.3339, 2.1495, -5.5094)  -0.001
C (-1.1524, 0.7349, -6.2296)  -0.050
C (-1.1026, -0.6028, -5.3910)  -0.086
C (-1.2435, -0.4502, -3.8179)  -0.354
S (-1.1604, -1.9132, -2.6359)  0.854
H (-0.4543, 5.0000, 0.7014)  0.058
H (2.0565, 0.8281, 1.8486)  0.095
H (2.9499, -3.0732, 1.5585)  0.092
H (3.2412, -1.4050, 2.4834)  0.105
H (4.4243, -0.4850, 0.2914)  0.113
H (4.3842, -2.2063, -0.4387)  0.107
H (6.5787, -2.1460, 0.4957)  0.106
H (5.7561, -2.8962, 1.9705)  0.109
H (5.8485, 0.3220, 1.8147)  0.087
H (7.4908, -0.5259, 1.8828)  0.112
H (7.2070, -1.3908, 4.1044)  0.117
H (5.3508, -1.8061, 3.8182)  0.104
H (6.6920, 0.9082, 4.8200)  0.102
H (5.4700, -0.1760, 5.6863)  0.115
H (3.5667, 0.7736, 4.7814)  0.114
H (4.1452, 0.8022, 3.0242)  0.079
H (3.7026, 3.2805, 3.9192)  0.106
H (4.7194, 2.8982, 5.4225)  0.117
H (6.8243, 3.1706, 4.3939)  0.109
H (6.2714, 2.5990, 2.7116)  0.102
H (5.4019, 5.4091, 4.0712)  0.115
H (6.9491, 5.2960, 3.0575)  0.111
H (3.9436, 5.2011, 2.1376)  0.117
H (5.4820, 6.0732, 1.3648)  0.129
H (3.9743, 4.9479, -0.5488)  0.100
H (3.1756, 3.7493, 0.7178)  0.082
H (4.2175, 3.0439, -0.6767)  0.105
H (1.3357, -3.6465, -1.9749)  0.105
H (2.4270, -3.7662, -0.4176)  0.108
H (0.3147, -5.5589, -0.7537)  0.123
H (-0.7601, -4.1215, -0.1585)  0.110
H (1.4979, -5.7127, 1.3911)  0.132
H (1.0510, -3.9495, 1.9851)  0.118
H (-0.1257, -6.0354, 2.8488)  0.090
H (-3.0475, 0.6791, 0.0259)  0.136
H (-3.2852, -0.3639, -1.5894)  0.097
H (-4.2243, 1.8300, -2.9001)  0.169
H (-6.3455, 2.3827, -1.2809)  0.118
H (-5.4277, 1.7175, 0.3794)  0.099
H (-2.3351, 3.6714, -2.2495)  0.095
H (-0.5575, 3.9103, -2.6886)  0.127
H (-2.1502, 4.7371, -5.1720)  0.098
H (-1.1307, 5.7388, -3.9708)  0.112
H (-3.0699, 5.9811, -1.5456)  0.076
H (-2.4905, 7.2934, -2.4693)  0.076
H (-1.3264, 3.0714, -6.1918)  0.082
H (-1.0452, 0.7017, -7.3875)  0.101
H (-0.9667, -1.6371, -5.8844)  0.100
C (2.6201, -0.4526, -7.6324)  -0.706
O (1.7067, -0.4018, -8.4425)  0.011
N (3.9219, -0.3472, -7.9912)  0.145
N (2.4113, -0.6185, -6.3058)  0.161
H (4.6864, -0.3864, -7.3414)  0.093
H (4.1192, -0.2226, -8.9719)  0.107
H (1.4532, -0.7011, -5.9984)  0.070
H (3.1475, -0.6628, -5.6242)  0.097
C (-6.8324, -1.1903, -3.0787)  -0.699
O (-5.6424, -0.9365, -2.9788)  0.018
N (-7.3867, -1.6565, -4.2229)  0.149
N (-7.7024, -1.0278, -2.0543)  0.155
H (-8.3625, -1.8709, -4.3252)  0.094
H (-6.7711, -1.7909, -5.0098)  0.108
H (-7.3278, -0.6819, -1.1843)  0.102
H (-8.6840, -1.2305, -2.1161)  0.096
C (-2.1400, -5.9115, 5.6156)  -0.701
O (-0.9482, -5.6519, 5.7220)  0.003
N (-2.6846, -6.3818, 4.4731)  0.156
N (-3.0170, -5.7497, 6.6357)  0.143
H (-3.6586, -6.6007, 4.3647)  0.069
H (-2.0643, -6.5153, 3.6909)  0.077
H (-2.6491, -5.4002, 7.5065)  0.103
H (-3.9973, -5.9565, 6.5686)  0.094
C (-4.6164, 3.3915, 3.0807)  -0.705
O (-5.7568, 3.4637, 2.6474)  0.016
N (-4.3269, 3.5090, 4.3990)  0.144
N (-3.5430, 3.1876, 2.2828)  0.165
H (-3.3974, 3.4526, 4.7750)  0.093
H (-5.1003, 3.6619, 5.0271)  0.105
H (-3.7175, 3.0946, 1.2914)  0.063
H (-2.5984, 3.1250, 2.6193)  0.076
C (-4.7607, -6.3156, 1.2430)  -0.680
O (-4.4202, -6.2320, 2.4137)  0.015
N (-5.7437, -7.1477, 0.8249)  0.150
N (-4.1848, -5.5836, 0.2627)  0.165
H (-6.0375, -7.2305, -0.1318)  0.096
H (-6.1980, -7.7109, 1.5267)  0.108
H (-3.4474, -4.9512, 0.5346)  0.106
H (-4.4493, -5.6369, -0.7047)  0.098

Values from the calculation:
Total charge ... 0
Strongest force on any atom ... 6.626 eV/A
Frontier orbital gap ... 7.9 eV
SMILES ... C#Cc1cc(CCCCCCCCCCCOC)c(CCCO)c2c1N(C[C@H]1CO1)c1c(CCC(N)=O)cccc1S2.NC(N)=O.NC(N)=O.NC(N)=O.NC(N)=O.NC(N)=O
E_tot ... -3296.78312 a.u.

C15H6CrN3O2S7 | ωB97M-V/def2-TZVPD

Last column: natural (NBO) charge in e.
Geometry (Å):
Cr (-0.2072, -0.5860, 0.7514)  0.710
S (-3.0408, -5.2584, 5.5542)  -0.251
C (-2.3268, -4.2111, 4.4669)  -0.568
S (-2.1891, -4.5211, 2.7862)  0.485
C (-1.3288, -3.0742, 2.3212)  -0.414
C (-1.0585, -2.2140, 3.3299)  -0.416
S (-0.1818, -0.7185, 3.1622)  -0.213
S (-1.6206, -2.7112, 4.9065)  0.476
S (-0.8551, -2.8559, 0.6581)  -0.153
S (-0.2184, -0.3945, -1.6306)  -0.180
C (1.4431, -0.0123, -1.9728)  -0.173
C (1.7930, 0.4306, -3.2478)  -0.186
C (3.1078, 0.7187, -3.5957)  -0.140
C (3.4051, 1.1777, -4.9169)  0.313
N (3.6305, 1.5375, -5.9880)  -0.383
C (4.1211, 0.5523, -2.6355)  -0.203
C (3.7822, 0.1115, -1.3619)  -0.179
C (2.4642, -0.1739, -1.0008)  -0.157
S (2.1318, -0.7528, 0.6044)  -0.132
C (5.4886, 0.8295, -2.9497)  0.311
N (6.5908, 1.0492, -3.2028)  -0.376
H (1.0125, 0.5536, -3.9874)  0.221
H (4.5615, -0.0140, -0.6216)  0.224
O (-4.3590, -0.1676, 0.5631)  -0.596
C (-3.4720, 0.6474, 0.6698)  0.697
C (-3.7190, 2.1698, 0.7136)  -0.510
C (-2.3315, 2.7837, 0.8667)  -0.508
C (-1.4546, 1.5546, 0.8712)  0.677
O (-0.2093, 1.5305, 0.9279)  -0.622
N (-2.1240, 0.4054, 0.7862)  -0.648
H (-4.3944, 2.3900, 1.5400)  0.221
H (-4.2195, 2.4569, -0.2110)  0.221
H (-2.1878, 3.3317, 1.7986)  0.227
H (-2.0341, 3.4346, 0.0443)  0.228

Values from the calculation:
Total charge ... -2
Strongest force on any atom ... 0.173 eV/A
Frontier orbital gap (alpha / beta) ... 5.9 / 6.1 eV
E_tot ... -4722.02271 a.u.
2S+1 ... 4

C2H5NO2P | ωB97M-V/def2-TZVPD

Last column: natural (NBO) charge in e.
Geometry (Å):
C (-0.6379, 0.7180, 0.2219)  -0.077
C (0.0926, -0.5901, 0.2345)  -0.757
N (3.1993, -0.0933, 0.5680)  0.000
O (4.0576, -0.3499, -0.2150)  -0.109
O (0.6042, 1.5604, 0.1548)  -0.719
P (1.5906, 0.3284, -0.2547)  1.509
H (-1.1301, 1.0506, -0.6998)  0.237
H (-1.2577, 0.8246, 1.1656)  0.249
H (0.1253, -1.0283, 1.2755)  0.313
H (-0.1596, -1.5447, -0.3200)  0.308
H (2.0978, 0.7383, -1.6165)  0.045

Values from the calculation:
Total charge ... +1
Strongest force on any atom ... 3.830 eV/A
Frontier orbital gap ... 8.1 eV
E_tot ... -625.36829 a.u.
ΔE to the lowest compared entry with this formula, charge and spin ... 424.4 kJ/mol

Q: Look up the total charge of the fourth one.
A: -2

Q: Among the records above, which one has the highest strongest force on any atom?
A: C40H68N12O9S